Molecular formula: C6H12O
Method: DFT, wB97M-V/def2-TZVPD

Last columns: bonded neighbours and bond lengths (Å).
Atoms and positions in Å:
1 C 1.7221 -2.0709 -0.2101  C2 1.506, H7 1.150, H8 1.002, H9 1.099
2 C 0.9485 -1.6047 0.9947  C1 1.506, C3 1.559, H10 1.164, H11 1.208
3 C 0.0847 -0.3536 0.6510  C2 1.559, C4 1.349, H12 1.115
4 C 0.7524 0.7816 0.3584  C3 1.349, C5 1.450, H13 1.100
5 C 0.0756 1.8923 -0.2821  C4 1.450, C6 1.347, H14 1.055
6 C -0.3266 2.9151 0.4965  C5 1.347, H15 1.092, H16 1.046
7 H 1.0740 -2.7849 -0.8371  C1 1.150
8 H 2.5265 -2.6291 0.0046  C1 1.002
9 H 2.0816 -1.2228 -0.8087  C1 1.099
10 H 1.5512 -1.4376 1.9763  C2 1.164
11 H 0.1926 -2.3806 1.5296  C2 1.208
12 H -1.0083 -0.5583 0.5677  C3 1.115
13 H 1.8351 0.8556 0.5378  C4 1.100
14 H -0.0896 1.8579 -1.3232  C5 1.055
15 H -0.1992 2.7976 1.5749  C6 1.092
16 H -0.5383 3.9089 0.2488  C6 1.046
17 H -4.1331 -0.4348 -1.6955  O19 0.880
18 H -3.2702 0.7175 -1.9833  O19 0.984
19 O -3.2788 -0.2489 -1.8004  H17 0.880, H18 0.984

* largest force on an atom: 5.89 eV/A
* HOMO energy: -9.184 eV
* DFT total energy: -8461.186 eV
* lowest unoccupied orbital energy: 0.865 eV
* multiplicity: 1
* SMILES: C=C/C=C/CC.O

Partial charges, natural (NBO), in e: -0.61 -0.45 -0.16 -0.25 -0.20 -0.38 0.21 0.21 0.21 0.21 0.20 0.22 0.21 0.20 0.18 0.19 0.46 0.47 -0.92